Computed, not measured: a 9-piece molecular cluster, C32H43Cl4F3O4 overall, with ωB97M-V/def2-TZVPD.

Computed properties:
**SMILES**: Fc1ccccc1.Fc1ccccc1.Fc1ccccc1.CC(C)=O.CC(C)=O.CC(C)=O.CC(C)=O.ClCCl.ClCCl
**LUMO energy**: 0.33 eV
**Kohn-Sham gap**: 0.3443 Ha
**Total energy**: -100309.2025 eV

Atoms and positions in Å:
F  7.8614  -3.6691  -10.0824
C  7.2980  -3.0309  -9.0020
C  7.8991  -3.1004  -7.7516
C  7.3194  -2.5382  -6.6367
C  6.0848  -1.9577  -6.7476
C  5.3813  -2.1194  -7.9283
C  5.9918  -2.6068  -9.1190
H  8.8036  -3.6620  -7.5706
H  7.9616  -2.4393  -5.7740
H  5.5738  -1.4972  -5.9149
H  4.3747  -1.7283  -7.9247
H  5.4205  -2.7363  -10.0262
F  -6.5998  2.9920  -6.2405
C  -5.6131  3.8061  -6.5652
C  -4.5985  4.0371  -5.6771
C  -3.3689  4.5699  -6.1645
C  -3.2906  5.0480  -7.4986
C  -4.2904  4.8395  -8.3755
C  -5.4023  4.0711  -7.9489
H  -4.6591  3.6263  -4.6801
H  -2.5968  4.7002  -5.4207
H  -2.5132  5.7263  -7.8180
H  -4.1703  5.2741  -9.3569
H  -6.1879  4.0480  -8.6897
F  -6.7421  1.7225  6.5017
C  -7.9898  1.2583  6.7650
C  -8.4177  0.1476  6.0229
C  -9.6785  -0.4384  6.2819
C  -10.5543  0.0821  7.2273
C  -10.1704  1.2532  7.8728
C  -8.9083  1.8578  7.6693
H  -7.7232  -0.3273  5.3458
H  -10.1142  -1.3046  5.8062
H  -11.5142  -0.3622  7.4454
H  -10.8547  1.6355  8.6157
H  -8.7441  2.8695  8.0097
C  -1.2958  5.3954  6.7382
Cl  -1.9063  5.6009  8.4117
Cl  0.3571  6.0720  6.6768
H  -1.3363  4.3812  6.3410
H  -1.8934  5.9054  5.9827
C  6.7615  4.6846  -2.0443
Cl  6.2997  5.9762  -3.2077
Cl  7.8300  3.3450  -2.6112
H  7.3578  5.1932  -1.2869
H  5.8346  4.2625  -1.6560
C  7.0444  3.4795  6.0581
C  6.8511  3.5668  4.5885
O  7.7168  3.3130  3.7387
C  5.4224  3.5307  4.1521
H  6.3519  4.1593  6.5545
H  8.0058  3.9692  6.2128
H  7.0554  2.4840  6.5019
H  5.1740  2.6528  3.5556
H  5.2426  4.5248  3.7428
H  4.7759  3.3629  5.0135
C  -1.0369  -0.6651  1.2753
C  -0.2099  -0.0919  0.1131
O  -0.6382  0.7449  -0.6523
C  1.0173  -0.9050  -0.1370
H  -1.6430  0.0385  1.8459
H  -0.4130  -1.1094  2.0508
H  -1.6853  -1.4190  0.8286
H  1.3938  -1.3603  0.7790
H  1.7029  -0.1801  -0.5759
H  0.9875  -1.6273  -0.9527
C  4.2876  -5.8697  4.7468
C  3.5623  -4.8417  5.6303
O  3.8665  -3.6412  5.5646
C  2.6437  -5.2827  6.6774
H  3.5948  -6.7086  4.6809
H  5.1496  -6.1449  5.3544
H  4.4461  -5.3807  3.7856
H  3.2435  -5.5107  7.5586
H  2.1331  -6.1886  6.3508
H  2.0133  -4.4123  6.8590
C  -3.4317  -5.9758  -3.0001
C  -3.6569  -5.2317  -4.2186
O  -2.7160  -4.6520  -4.8451
C  -5.0899  -5.1422  -4.8387
H  -4.1289  -6.8031  -2.8676
H  -3.6521  -5.4635  -2.0636
H  -2.4364  -6.4176  -3.0482
H  -5.4266  -4.1346  -5.0827
H  -5.6869  -5.7805  -4.1873
H  -5.1078  -5.7494  -5.7437

Results of the Mulliken charge analysis, in e, for atoms 1 through 6: F -0.2949; C 0.2806; C -0.2738; C -0.3706; C -0.4702; C -0.3417



Computed, not measured: C32H43HgN6O10SSi as an isolated structure, with ωB97M-V/def2-TZVPD.

Computed properties:
**Net charge**: -2
**Expectation value of S²**: 0.773
**LUMO energy (alpha / beta)**: 4.21 / 4.21 eV
**Kohn-Sham gap (alpha / beta)**: 0.1368 / 0.2193 Ha
**Spin multiplicity**: 2
**Total energy**: -86190.2827 eV

Atoms and positions in Å:
Hg  1.5744  -0.6228  0.8838
O  0.5500  -2.1843  -3.1764
C  1.3159  -2.5308  -2.1371
O  0.9714  -3.2285  -1.2265
C  2.6775  -1.9008  -2.2807
C  3.2468  -1.7796  -3.5447
C  4.3860  -1.0039  -3.6733
C  4.9312  -0.4275  -2.5415
C  4.3491  -0.6884  -1.3048
N  3.2217  -1.3956  -1.1868
C  4.9850  -0.2072  -0.0373
O  5.8055  0.8803  -0.1744
O  4.9314  -0.8025  0.9956
H  -0.3993  -2.0988  -2.8788
H  2.7805  -2.2470  -4.3993
H  4.8334  -0.8480  -4.6472
H  5.8106  0.1975  -2.5989
H  5.2523  1.6191  -0.4987
N  3.9043  -2.9151  3.9079
C  2.9028  -2.1483  3.3009
S  2.1534  -2.8526  1.8923
N  2.5954  -1.0384  3.8842
N  1.6960  -0.2600  3.2462
C  1.1936  0.8105  3.8572
C  1.3930  1.0618  5.2945
C  1.7875  2.3192  5.7719
C  1.9583  2.5482  7.1283
C  1.7578  1.5254  8.0464
C  1.4015  0.2628  7.5839
C  1.2282  0.0311  6.2303
C  0.4304  1.7034  3.0327
C  -0.2964  2.8154  3.5317
C  -0.9427  3.6560  2.6598
C  -0.9143  3.3862  1.2857
C  -0.2650  2.2342  0.8797
N  0.3776  1.4217  1.6999
H  4.3447  -3.5377  3.2494
H  4.5591  -2.3353  4.4140
H  1.9764  3.1110  5.0587
H  2.2551  3.5332  7.4734
H  1.8915  1.7067  9.1070
H  1.2517  -0.5451  8.2921
H  0.9464  -0.9506  5.8762
H  -0.3555  2.9853  4.5970
H  -1.4851  4.5168  3.0375
H  -1.3967  4.0320  0.5636
H  -0.2887  1.9230  -0.1556
O  2.6623  3.2547  0.3676
N  3.3668  2.4548  -0.2086
O  2.9633  1.2502  -0.2868
C  -2.9490  0.6917  1.3718
C  -3.6088  -0.3410  0.4582
C  -5.1284  -0.1532  0.4890
C  -3.2279  -1.7436  0.9486
O  -3.2107  -0.1318  -0.8911
Si  -1.7036  -0.4033  -1.5469
O  -0.5160  -0.6184  -0.5741
O  -1.9091  -1.8266  -2.4867
C  -2.9790  -2.3069  -3.2917
C  -4.1569  -2.7460  -2.4191
C  -3.4486  -1.2485  -4.2935
C  -2.4458  -3.5272  -4.0475
O  -1.7022  0.8475  -2.6412
C  -0.6910  1.5312  -3.3635
C  0.6996  0.9419  -3.1454
C  -1.0371  1.4129  -4.8538
C  -0.7143  3.0170  -2.9554
H  -3.3176  0.5865  2.3946
H  -3.1553  1.7022  1.0166
H  -1.8693  0.5367  1.3675
H  -5.5104  -0.2886  1.5030
H  -5.6133  -0.8730  -0.1739
H  -5.3780  0.8521  0.1441
H  -3.3844  -1.8244  2.0255
H  -2.1721  -1.9140  0.7274
H  -3.8165  -2.5126  0.4453
H  -4.4974  -1.8953  -1.8353
H  -3.8331  -3.5363  -1.7400
H  -4.9770  -3.1166  -3.0385
H  -3.6513  -0.3134  -3.7719
H  -4.3526  -1.5882  -4.8040
H  -2.6710  -1.0679  -5.0361
H  -2.0485  -4.2569  -3.3393
H  -1.6415  -3.2352  -4.7255
H  -3.2476  -3.9913  -4.6256
H  0.7266  -0.0906  -3.5046
H  0.9578  0.9331  -2.0882
H  1.4487  1.5269  -3.6835
H  -1.0559  0.3587  -5.1332
H  -0.2852  1.9230  -5.4596
H  -2.0189  1.8480  -5.0567
H  0.0133  3.2236  -2.1707
H  -1.7074  3.2649  -2.5788
H  -0.4892  3.6617  -3.8082

Results of the Mulliken charge analysis, in e, for atoms 1 through 6: Hg 1.9485; O -0.3559; C 0.3152; O -0.5951; C 0.4248; C -0.5316



Computed, not measured: a 8-piece molecular cluster, C32H43N5O6 overall, with ωB97M-V/def2-TZVPD.

Computed properties:
**SMILES**: c1cc[nH]c1.c1cc[nH]c1.c1cc[nH]c1.c1cc[nH]c1.c1cc[nH]c1.O=C1CCCO1.O=C1CCCO1.O=C1CCCO1
**LUMO energy**: 0.57 eV
**Kohn-Sham gap**: 0.3057 Ha
**Total energy**: -53614.2411 eV

Atoms and positions in Å:
O  -0.7824  -2.7273  3.9404
C  -0.5180  -1.5541  3.6700
O  0.6722  -0.9951  3.9989
C  0.6003  0.3646  3.9961
C  -0.8649  0.6770  3.9409
C  -1.4433  -0.4094  3.0986
H  1.1134  0.8140  3.1459
H  0.9641  0.6999  4.9674
H  -1.1055  1.6198  3.4496
H  -1.3771  0.7039  4.9027
H  -1.2655  -0.2115  2.0415
H  -2.5080  -0.6158  3.2076
O  -6.0708  0.1878  -0.6077
C  -5.4188  1.1959  -0.4292
O  -5.9345  2.4326  -0.4228
C  -4.9572  3.3685  -0.0244
C  -3.6571  2.6539  0.0129
C  -3.9246  1.1579  -0.2521
H  -5.1673  3.7116  0.9887
H  -4.9613  4.2616  -0.6491
H  -3.2011  2.6927  1.0022
H  -2.9690  3.1377  -0.6803
H  -3.5269  0.5022  0.5225
H  -3.4463  0.8614  -1.1855
O  -2.5106  -1.8661  0.1335
C  -3.1650  -2.5232  0.9505
O  -4.1102  -2.0181  1.7749
C  -4.6429  -2.9995  2.6656
C  -4.2117  -4.3706  2.0248
C  -3.0041  -4.0042  1.1053
H  -5.7274  -2.9177  2.7384
H  -4.1224  -2.8826  3.6161
H  -5.0712  -4.7527  1.4741
H  -4.0831  -5.0751  2.8465
H  -3.1400  -4.4580  0.1235
H  -2.0185  -4.2598  1.4944
N  -1.2670  5.9813  -4.0850
C  -1.4775  6.2310  -2.7414
C  -1.0948  5.0839  -2.0726
C  -0.4840  4.2226  -2.9627
C  -0.5230  4.8023  -4.1744
H  -1.4759  6.6327  -4.8281
H  -1.8518  7.2016  -2.4512
H  -1.3373  4.8607  -1.0441
H  -0.0054  3.3017  -2.6639
H  -0.1432  4.4499  -5.1220
N  3.6500  -3.5234  -3.3954
C  2.9374  -3.2285  -2.1936
C  2.3951  -4.4102  -1.7932
C  2.9196  -5.4593  -2.5411
C  3.7302  -4.8783  -3.5067
H  4.2003  -2.8359  -3.8900
H  2.7716  -2.2041  -1.8944
H  1.6913  -4.5368  -0.9838
H  2.7065  -6.5114  -2.4223
H  4.3228  -5.2973  -4.3064
N  -0.1683  -0.7489  -0.3624
C  0.0728  0.5067  -0.9066
C  1.3389  0.7855  -0.5362
C  1.8579  -0.2527  0.2489
C  0.9163  -1.2323  0.2438
H  -1.0904  -1.1577  -0.3104
H  -0.7545  1.0433  -1.3473
H  1.7984  1.7565  -0.6478
H  2.8585  -0.2262  0.6545
H  0.8314  -2.2108  0.6931
N  2.7488  -4.0200  3.6767
C  2.1622  -3.7491  2.4941
C  3.2277  -3.3892  1.7020
C  4.4189  -3.4501  2.3892
C  4.0886  -3.8376  3.7058
H  2.2718  -4.3363  4.5089
H  1.0868  -3.8194  2.4239
H  3.0908  -3.1737  0.6526
H  5.4047  -3.2221  2.0115
H  4.6028  -3.9229  4.6517
N  5.3438  4.4232  -3.5875
C  5.0062  4.1945  -2.2580
C  3.6530  4.4754  -2.0731
C  3.1853  4.9995  -3.2341
C  4.2433  5.0947  -4.0903
H  6.2448  4.2517  -4.0103
H  5.6932  3.7740  -1.5386
H  3.1349  4.3880  -1.1295
H  2.1860  5.3590  -3.4304
H  4.4377  5.4119  -5.1042

Results of the Mulliken charge analysis, in e, for atoms 1 through 6: O -0.6368; C 0.4153; O -0.3216; C -0.3859; C -0.8455; C 0.4472



Computed, not measured: C32H44BBrF6N7O6S6V as an isolated structure, with ωB97M-V/def2-TZVPD.

Computed properties:
**Net charge**: +1
**Expectation value of S²**: 0.773
**LUMO energy (alpha / beta)**: -4.32 / -3.61 eV
**Kohn-Sham gap (alpha / beta)**: 0.1931 / 0.2195 Ha
**Spin multiplicity**: 2
**Total energy**: -234334.1739 eV

Atoms and positions in Å:
V  0.8525  0.5581  0.2267
C  -1.7012  -3.5833  2.1724
C  -3.2177  -3.2363  2.1151
C  -3.7645  -3.3083  3.5407
C  -4.0274  -4.1906  1.2364
N  -3.3839  -1.8546  1.6015
C  -4.1521  -0.8684  2.2067
C  -4.1778  0.1843  1.3760
N  -3.4221  -0.1300  0.2569
B  -3.2671  0.9032  -0.8550
N  -2.5598  0.3510  -2.1226
C  -3.3380  -0.3035  -3.0448
C  -2.5560  -0.6535  -4.0823
N  -1.2793  -0.2151  -3.8040
C  -1.3079  0.3917  -2.5926
S  0.0862  1.1763  -1.8873
C  -0.1446  -0.2667  -4.7948
C  1.0456  -0.9780  -4.1641
C  0.1930  1.1567  -5.2324
C  -0.5855  -1.0632  -6.0229
N  -2.5701  2.2179  -0.3508
C  -2.8852  3.4227  -0.9228
C  -2.1593  4.3762  -0.3047
N  -1.3934  3.7594  0.6628
C  -1.6540  2.4348  0.6035
S  -0.9316  1.1203  1.5091
C  -0.5219  4.5979  1.5628
C  -1.4196  5.6477  2.2226
C  0.1414  3.7749  2.6543
C  0.5425  5.2519  0.6816
C  -2.9457  -1.4005  0.3832
S  -2.0110  -2.2615  -0.7237
H  -1.4852  -5.5670  2.2211
H  -1.3695  -3.5937  3.2123
H  -1.1156  -2.8538  1.6190
H  -3.5878  -4.3166  3.9173
H  -4.8393  -3.1335  3.5802
H  -3.2575  -2.6100  4.2092
H  -3.9495  -5.2122  1.6060
H  -3.6843  -4.1662  0.2057
H  -5.0769  -3.8948  1.2786
H  -4.6233  -0.9964  3.1618
H  -4.6747  1.1334  1.4780
H  -4.3578  1.2674  -1.2144
H  -4.3803  -0.4910  -2.8631
H  -2.8051  -1.1852  -4.9777
H  1.4980  -0.3879  -3.3740
H  1.8007  -1.1550  -4.9300
H  0.7459  -1.9407  -3.7494
H  0.5563  1.7670  -4.4080
H  -0.6802  1.6388  -5.6743
H  0.9782  1.1164  -5.9877
H  -0.8764  -2.0824  -5.7664
H  0.2676  -1.1257  -6.6962
H  -1.3953  -0.5755  -6.5659
H  -3.6127  3.4965  -1.7111
H  -2.1302  5.4371  -0.4627
H  -2.2360  5.1725  2.7678
H  -1.8388  6.3527  1.5068
H  -0.8232  6.2198  2.9325
H  -0.5858  3.2670  3.2871
H  0.7055  4.4663  3.2803
H  0.8361  3.0498  2.2437
H  0.1048  5.9544  -0.0279
H  1.1002  4.4993  0.1254
H  1.2369  5.8072  1.3121
Br  6.1655  2.6782  5.5819
C  5.1811  2.6474  3.9733
C  3.8886  2.1439  3.9780
C  3.1691  2.1195  2.7968
C  3.7359  2.5965  1.6196
C  5.0346  3.0999  1.6334
C  5.7627  3.1273  2.8091
C  3.0290  2.5878  0.3167
O  3.4690  3.0000  -0.7177
O  1.7344  2.1236  0.3544
H  3.4558  1.7721  4.8961
H  2.1679  1.7134  2.8027
H  5.4651  3.4659  0.7111
H  6.7716  3.5143  2.8254
C  4.4730  -2.9934  -1.2893
S  3.3114  -1.8265  -2.0182
C  4.3713  -0.3725  -2.1372
H  5.1945  -3.3429  -2.0250
H  3.8957  -3.8391  -0.9186
H  4.9998  -2.5350  -0.4510
H  4.7450  -0.0913  -1.1531
H  3.7695  0.4497  -2.5249
H  5.2028  -0.5518  -2.8167
F  3.1540  -1.5526  3.2977
C  1.9832  -1.7163  2.6880
F  1.4386  -2.8523  3.0821
F  1.1685  -0.7081  3.0408
S  2.3302  -1.6176  0.8324
O  0.8553  -1.3165  0.3871
O  2.7935  -0.1738  0.8184
N  1.4224  -4.2306  0.5681
S  0.5932  -5.3908  0.4767
O  -1.4042  -4.8515  1.5797
O  0.4878  -6.6567  1.1406
C  -0.3027  -5.6418  -1.1615
F  -1.5840  -5.8836  -0.9870
F  0.2694  -6.6913  -1.7428
F  -0.1278  -4.5726  -1.9104

Results of the Mulliken charge analysis, in e, for atoms 1 through 6: V -0.5144; C 0.1041; C 1.2624; C -2.2630; C -1.6250; N 0.5684



Computed, not measured: C32H44BKN4O2P2S3 as an isolated structure, with ωB97M-V/def2-TZVPD.

Computed properties:
**Net charge**: -2
**LUMO energy**: 3.93 eV
**Kohn-Sham gap**: 0.2097 Ha
**Total energy**: -112040.3509 eV

Atoms and positions in Å:
K  0.3554  -0.1950  -0.5548
C  -1.6714  4.0592  -1.0481
C  -1.7905  2.5466  -1.0091
N  -1.6634  1.8930  0.0919
N  -1.3340  2.6104  1.2170
C  -2.0503  2.4381  2.2756
S  -3.4562  1.5266  2.5838
S  -1.4190  3.4996  3.6503
C  -1.6966  5.1165  2.8628
C  -3.1470  5.5014  2.8248
C  -3.7322  6.1841  3.8884
C  -5.0771  6.5164  3.8668
C  -5.8648  6.1582  2.7786
C  -5.2941  5.4619  1.7230
C  -3.9442  5.1373  1.7455
C  -2.0517  1.8584  -2.2967
C  -2.2780  2.6477  -3.4324
C  -2.5652  2.1441  -4.6865
C  -2.6432  0.7568  -4.8379
C  -2.4367  -0.0635  -3.7585
C  -2.1411  0.4189  -2.4391
O  -1.9817  -0.4261  -1.5037
H  -1.3304  4.4131  -0.0805
H  -2.6322  4.5264  -1.2774
H  -0.9570  4.3685  -1.8116
H  -1.2826  5.0396  1.8603
H  -1.1110  5.8489  3.4235
H  -3.1227  6.4442  4.7471
H  -5.5153  7.0479  4.7036
H  -6.9187  6.4075  2.7629
H  -5.9029  5.1507  0.8845
H  -3.5097  4.5625  0.9392
H  -2.2390  3.7251  -3.3393
H  -2.7273  2.8140  -5.5220
H  -2.8692  0.3275  -5.8095
H  -2.5084  -1.1420  -3.8478
C  3.2293  -3.0939  -0.2249
P  3.3529  -1.4697  0.6184
C  5.1412  -1.1129  0.4014
C  3.2744  -1.9753  2.3907
C  3.0098  -0.7761  3.3122
P  1.4266  0.1394  2.9237
C  1.0814  0.7380  4.6344
C  2.0510  1.7103  2.1920
H  3.9428  -3.8318  0.1532
H  3.4256  -2.9236  -1.2850
H  2.2112  -3.4728  -0.1262
H  5.3111  -0.8252  -0.6375
H  5.7695  -1.9736  0.6494
H  5.4282  -0.2675  1.0288
H  4.1847  -2.5069  2.6944
H  2.4409  -2.6796  2.4640
H  3.8548  -0.0788  3.3095
H  2.9111  -1.1316  4.3430
H  1.9590  1.2136  5.0833
H  0.7601  -0.0947  5.2619
H  0.2752  1.4674  4.5918
H  2.7491  2.2218  2.8614
H  1.1949  2.3596  1.9942
H  2.5575  1.5022  1.2476
N  0.3337  -4.8934  -1.8131
C  0.0470  -4.1936  -2.6778
C  -0.2404  -3.4050  -3.8552
C  0.5020  -2.2520  -4.0952
C  0.3018  -1.5428  -5.2677
C  -0.6294  -1.9826  -6.1962
C  -1.3950  -3.1136  -5.9354
C  -1.2017  -3.8279  -4.7665
H  1.2136  -1.9058  -3.3550
H  0.8527  -0.6284  -5.4378
H  -0.7877  -1.4214  -7.1078
H  -2.1409  -3.4386  -6.6500
H  -1.7800  -4.7163  -4.5545
B  5.1311  0.3837  -3.3408
C  3.6381  0.2768  -2.8016
N  2.5509  0.1994  -2.4129
H  5.1089  0.4064  -4.5608
H  5.6300  1.4056  -2.8980
H  5.7542  -0.5945  -2.9542
C  -1.7418  -4.3664  1.4867
S  -1.6412  -2.9512  0.3856
C  -2.6135  -1.7768  1.3075
O  -0.2195  -2.4910  0.5159
H  -1.4660  -4.0618  2.4960
H  -1.0233  -5.0825  1.0914
H  -2.7479  -4.7820  1.4614
H  -3.6319  -2.1417  1.4293
H  -2.6149  -0.8673  0.7031
H  -2.1359  -1.5913  2.2687

Results of the Mulliken charge analysis, in e, for atoms 1 through 6: K 1.0007; C -1.8244; C 1.0948; N 0.0788; N 0.0285; C -0.0896